(1)
A 2-piece molecular cluster, C17H39BIN3O6 overall, computed with wB97M-V/def2-TZVPD.

Frontier orbital gap ... 6.09 eV
E_tot ... -1609.12100 Ha
HOMO level ... -7.2728 eV

```
67
C17H39BIN3O6 wB97M-V/def2-TZVPD
H 0.82 -2.32 2.84
C -0.59 0.49 -2.13
H 3.50 2.48 5.59
H 5.30 0.96 2.02
C -4.12 0.73 -0.69
H -0.50 2.09 -3.75
I 0.89 0.32 1.24
H -2.27 1.63 -3.29
H -0.82 1.24 -1.25
H -4.54 -0.18 -5.62
H -2.95 2.59 -1.45
H 7.57 2.29 4.22
H 6.15 0.77 3.54
H -4.88 2.83 -1.44
H 2.44 -2.54 2.31
C -3.19 -2.52 -0.70
C -3.96 2.37 -0.87
C 7.23 3.09 3.55
C -1.16 -1.00 -1.76
H -2.13 0.90 0.59
C -2.16 -1.22 -0.49
N 1.46 -2.88 2.21
H -1.68 -1.55 -2.66
O 6.32 2.63 2.56
N -3.82 3.11 0.46
C 4.46 2.43 5.06
C 5.56 1.48 2.95
H -1.29 -3.90 -0.96
C -2.90 0.08 0.21
H 5.12 1.76 5.64
H 3.54 1.07 3.66
H 0.60 0.41 -2.19
H 1.91 -2.93 0.04
H -3.41 -1.37 -4.60
H 4.39 3.69 2.62
H -2.81 3.42 0.55
C 4.26 1.90 3.65
H -3.63 -2.81 0.36
B 0.10 -1.56 0.34
H -0.92 -0.93 -4.61
H 4.89 3.43 5.09
H 3.32 2.65 1.92
H 6.76 3.89 4.13
O -2.21 -7.44 -1.26
H -1.40 -5.80 -2.39
O 0.06 -1.64 -1.16
C 0.99 -2.89 0.77
O -3.15 -5.13 -1.03
H -0.33 0.60 -5.54
C -2.22 -6.15 -1.60
C -2.43 -3.85 -1.28
O -1.35 -1.72 0.67
O -2.45 0.38 -5.58
C -3.60 -0.23 -4.89
H -4.09 -2.21 -1.40
H -2.41 -3.73 -2.47
C -1.20 1.16 -3.49
H 2.88 3.48 3.30
H -3.94 0.38 -3.92
H 8.10 3.53 3.05
H -4.29 0.18 -1.73
H -4.04 2.48 1.27
H -5.13 0.57 -0.08
H 0.31 -3.84 0.62
N 3.65 3.00 2.83
H -3.41 -0.33 1.21
C -1.19 0.19 -4.81
```

=====

(2)
A 4-piece molecular cluster, C17H39BrN4O3PS2 overall, computed with wB97M-V/def2-TZVPD.

Frontier orbital gap ... 6.13 eV
Charge ... +1
E_tot ... -4827.24177 Ha
HOMO level ... -10.9118 eV

```
67
C17H39BrN4O3PS2 wB97M-V/def2-TZVPD
H -0.02 7.50 3.80
P -2.01 -0.42 -0.67
H -5.77 -5.13 -3.03
H -0.42 7.88 0.15
N -3.56 -3.48 -3.04
O -0.69 5.81 1.30
H 2.74 -4.95 -1.36
C -5.43 -4.74 -2.07
H 2.09 -2.50 0.65
H -3.51 -5.53 -3.53
C -0.24 2.81 1.76
N -0.01 7.94 1.07
C 2.31 1.22 2.56
H 0.92 0.05 0.42
H -1.93 -4.72 -3.31
H -1.10 3.44 2.28
H 2.16 2.70 0.19
H -2.91 -4.39 -4.77
H -3.11 -2.57 -3.13
C 0.46 6.75 3.18
H -3.06 1.43 0.67
C 0.96 -6.08 -1.70
S 0.51 1.55 2.93
H -0.14 9.97 1.42
H 4.17 0.68 -1.11
C 2.46 -5.95 -1.68
Br -0.50 -0.18 -2.35
H 0.29 5.77 3.62
C 2.05 -0.21 0.51
H 1.41 9.40 0.75
H 1.21 -1.73 2.14
H 0.53 -6.40 1.46
C 3.13 2.07 0.40
S 3.42 1.37 3.88
H 2.85 -6.12 -2.69
C -0.91 2.16 0.39
C 0.62 9.18 1.47
H -0.72 -6.01 -0.62
H 1.91 -5.51 0.77
H 1.54 6.93 3.13
H -3.37 -0.59 -1.18
H -1.51 3.01 -0.18
H -4.79 -5.47 -1.56
H 0.38 -4.66 1.12
C -2.95 -4.61 -3.70
C 3.89 1.82 -1.03
C -4.69 -3.45 -2.27
C -0.12 6.78 1.79
H -6.31 -4.55 -1.44
H 4.83 2.50 -1.20
N 0.29 -5.91 -0.53
C 2.13 -1.61 1.42
C -1.97 0.94 0.66
H -0.01 1.88 -0.31
H -1.86 0.41 1.71
O 0.34 -6.34 -2.73
C 0.83 -5.60 0.78
O -5.07 -2.39 -1.78
H 1.03 9.14 2.47
N 2.90 0.81 1.22
H 2.43 -0.51 -0.56
H -1.68 -1.69 0.01
H 3.13 2.02 -1.93
H 3.17 -1.56 1.97
H 2.89 -6.70 -1.01
H 3.84 2.77 1.06
H 0.55 3.62 1.39
```

=====

(3)
A 3-piece molecular cluster, C17H39F3N3O9P2 overall, computed with wB97M-V/def2-TZVPD.

Frontier orbital gap ... 4.81 eV
Charge ... +1
E_tot ... -2494.48548 Ha
HOMO level ... -9.7006 eV

```
73
C17H39F3N3O9P2 wB97M-V/def2-TZVPD
H 4.30 -0.59 6.68
H 3.85 -1.49 8.14
H 0.16 -3.61 2.52
H -2.75 4.08 -5.95
C -6.03 5.23 -6.38
C -0.42 -2.83 2.00
C -1.55 -2.55 -1.60
H 0.28 0.32 2.69
H -1.03 -4.26 0.51
H 6.70 -2.53 3.02
N 4.15 -2.53 3.95
O 6.85 -1.74 4.96
H -4.97 1.97 -4.12
C 2.33 -1.30 5.26
H 2.32 -1.88 3.18
H -1.20 -0.25 1.89
H 1.56 -1.25 -0.95
P -2.25 1.62 -5.63
H -0.38 2.68 -6.13
H 0.57 -2.87 -2.08
C 7.30 -3.03 5.31
H -5.90 5.95 -5.51
H 4.53 -2.87 4.83
C -2.87 3.35 -5.06
O -3.25 0.92 -6.55
H 2.76 -0.30 5.14
H 7.69 -3.00 6.33
O -4.10 3.33 -1.27
H 4.72 -0.50 4.17
O 0.09 -0.86 -2.39
H -2.14 3.69 -4.24
H 6.48 -3.75 5.28
H -5.25 5.46 -7.20
H -0.82 -0.77 3.57
H -1.22 -1.38 0.02
H 6.96 -0.79 3.16
H 8.11 -3.36 4.64
C -4.37 5.66 -3.21
H -1.87 -3.58 -1.81
O -1.80 0.73 -4.26
F -3.70 6.24 -4.32
C -0.40 -0.53 2.58
O 2.60 -1.82 6.56
H -5.71 3.02 -6.90
C 6.43 -1.64 3.60
N -5.11 4.38 -3.22
C 2.73 -2.25 4.12
C 4.93 -1.36 3.53
O -4.38 6.31 -2.13
H 2.24 -3.22 4.31
C -0.61 -3.25 0.54
O 0.34 -1.63 2.07
C -5.89 3.67 -5.98
C 3.90 -1.55 7.05
P -4.68 3.33 -4.56
C 0.89 -0.46 -1.30
H -7.09 5.39 -6.79
H 0.38 -3.27 0.07
H 0.27 -0.09 -0.48
H 1.25 -1.17 5.21
F -6.39 3.40 -1.35
H -1.39 -2.74 2.52
H 4.58 -2.36 6.79
H -1.15 1.32 -3.78
C -5.10 3.70 -1.91
O -0.81 1.89 -6.56
H 1.51 0.38 -1.63
H -0.46 -2.50 -3.43
N -1.52 -2.34 -0.15
C -0.27 -2.24 -2.39
F -7.21 3.28 -5.47
H -2.35 -1.90 -1.99
H 4.66 -1.10 2.50
```

=====

(4)
C17H39MnOP3S as an isolated structure, computed with wB97M-V/def2-TZVPD.

Frontier orbital gap (alpha / beta) ... 5.96 / 6.51 eV
Charge ... +3
E_tot ... -3318.48901 Ha
Multiplicity ... 5
HOMO level (alpha / beta) ... -16.9982 / -17.0436 eV

```
62
C17H39MnOP3S wB97M-V/def2-TZVPD
H 2.54 -0.95 1.20
C -2.18 1.45 2.55
C 0.88 -0.83 -1.57
H -2.01 -1.46 1.56
H -0.55 -1.94 3.96
H -2.21 2.36 3.17
H 0.70 -2.53 -4.31
H 0.39 3.46 0.72
H -1.49 -1.26 -4.37
H -4.17 -3.39 -0.42
H -1.09 1.16 -3.62
C -1.06 -2.07 -2.34
H 0.11 2.33 3.76
H 3.60 0.71 2.88
H -3.03 1.46 1.85
C 1.60 -1.29 -2.78
C -4.88 0.12 -0.20
H 3.66 2.99 -0.31
H -5.33 -2.36 -1.31
C -0.65 0.33 -3.05
H 1.53 1.86 2.77
C 0.63 -1.49 -3.96
P 4.10 0.83 0.52
C 0.52 1.57 3.07
P -3.50 -1.06 -0.39
C -0.61 3.15 1.04
H 2.57 2.60 1.06
C -4.27 -2.55 -1.12
H -3.34 -2.62 1.44
C 3.03 2.20 0.14
H -0.97 3.81 1.84
H -5.82 -0.35 -0.52
H 2.14 -2.23 -2.61
C 0.25 0.46 -1.92
H -4.98 0.43 0.85
H -0.08 -2.49 -0.35
H -4.70 1.01 -0.82
H -3.65 -0.96 2.03
C 5.55 0.79 -0.51
H 5.27 0.66 -1.56
P -0.59 1.40 1.61
C -0.13 -1.85 -1.23
C -3.08 -1.57 1.31
H -1.29 3.22 0.18
H 0.37 -2.15 2.74
H -2.25 0.57 3.19
C -0.78 -1.14 -3.53
H 0.55 0.60 3.58
C 4.50 0.70 2.26
O -0.30 -1.55 3.10
H 5.05 -0.22 2.44
H 2.24 1.91 -0.56
H -3.78 -2.82 -2.06
Mn -1.66 -0.41 -1.46
H 5.13 1.57 2.50
S 3.08 -0.93 0.01
H 2.38 -0.57 -3.08
H -1.71 -2.94 -2.44
H 0.95 -0.87 -4.81
H 6.20 -0.03 -0.20
H 0.55 1.42 -1.51
H 6.07 1.75 -0.38
```

=====

> Among the records above, which one has the highest E_tot?

C17H39BIN3O6

=====

> The lowest E_tot belongs to which entry?

C17H39BrN4O3PS2

=====

> Which of these has the lowest E_tot?

C17H39BrN4O3PS2